Record 1
DFT (ωB97M-V with the def2-TZVPD basis set) results for C7H14 in the gas phase at a distorted geometry.

The geometry in XYZ format:
```
21
Properties=species:S:1:pos:R:3:forces:R:3
C 0.481597 1.545768 0.125563 0.061 -0.038 0.095
C -1.011063 1.442291 -0.231216 0.074 -0.087 -0.015
C -1.727228 0.175388 0.258095 0.326 -0.282 0.058
C -1.094609 -1.174432 -0.204953 0.389 -0.814 0.072
C 0.258338 -1.504943 0.515037 1.167 -1.788 0.845
C 1.506410 -0.867279 -0.010150 0.957 -0.457 0.733
C 1.397211 0.558455 -0.619037 0.373 -0.136 0.468
H 0.615119 1.405308 1.207270 -0.051 0.068 -0.102
H 0.810663 2.570178 -0.096946 -0.050 -0.197 0.033
H -1.113621 1.512654 -1.325425 0.037 -0.032 0.160
H -1.536204 2.318652 0.178334 0.110 -0.208 -0.075
H -1.774039 0.182866 1.357054 0.061 -0.011 -0.158
H -2.775041 0.218637 -0.088978 0.386 -0.147 0.058
H -1.807353 -1.968329 0.024262 -0.088 -0.012 -0.101
H -0.978058 -1.145949 -1.298398 0.079 -0.134 0.218
H 0.081922 -1.391232 1.575170 -0.055 1.229 0.373
H 1.066923 -2.500254 0.868527 -3.690 0.408 -1.711
H 2.136229 -1.331541 0.883112 0.343 2.773 -1.125
H 1.999717 -1.494437 -0.755832 -0.546 -0.040 -0.474
H 2.411693 0.959135 -0.685849 -0.026 0.159 0.027
H 1.051393 0.489064 -1.675645 0.143 -0.254 0.617
```
Positions in Å, forces in eV/Å.

Calculated values
LUMO level in eV: 1.106
Relative energy (zero: lowest compared OMol25 entry of this formula, charge and spin) in kcal per mole: 59.4
HOMO energy in eV: -9.5
Frontier orbital gap in eV: 10.57
E_tot in eV: -7483.720
2S+1: 1

Atomic partial charges in e from the Mulliken method, atoms 1 to 2: -0.668 -0.634


Record 2
DFT (ωB97M-V with the def2-TZVPD basis set) results for C7H14 in the gas phase.

The geometry in XYZ format:
```
21
Properties=species:S:1:pos:R:3:forces:R:3
C 2.396290 -0.257384 0.198584 0.047 0.073 0.020
C 1.084028 -0.438398 -0.568024 0.124 -0.062 -0.053
C 0.020603 -1.388017 0.016273 0.005 -0.115 0.092
C -1.075300 -0.470775 -0.549501 -0.127 -0.047 -0.045
C -2.354305 -0.320298 0.254472 -0.014 0.035 0.031
C -0.021925 0.680645 -0.658290 -0.026 0.134 -0.074
C -0.047298 1.751204 0.443782 0.021 0.006 0.108
H 2.376144 0.620518 0.850342 0.013 -0.105 -0.051
H 2.600800 -1.118414 0.847297 -0.088 0.079 -0.174
H 3.259334 -0.143061 -0.465793 -0.161 0.029 0.050
H 1.305775 -0.756377 -1.594030 -0.036 0.037 0.148
H 0.029345 -2.435943 -0.306263 0.045 0.167 0.075
H 0.027117 -1.359056 1.114566 -0.001 0.026 -0.135
H -1.329507 -0.793359 -1.567539 0.046 0.043 0.137
H -2.146831 -0.037217 1.293002 -0.031 -0.035 -0.149
H -3.026986 0.430200 -0.176962 0.092 -0.082 0.065
H -2.891803 -1.276290 0.281307 0.071 0.148 -0.019
H -0.047269 1.180309 -1.633098 0.033 -0.080 0.154
H 0.075313 2.760350 0.034791 0.029 -0.218 0.002
H 0.751721 1.613439 1.176931 -0.123 0.002 -0.030
H -0.985243 1.757922 1.008143 0.083 -0.036 -0.151
```
Positions in Å, forces in eV/Å.

Calculated values
LUMO level in eV: 1.173
Relative energy (zero: lowest compared OMol25 entry of this formula, charge and spin) in kcal per mole: 20.8
HOMO energy in eV: -10.3
Frontier orbital gap in eV: 11.43
E_tot in eV: -7485.394
2S+1: 1

Atomic partial charges in e from the Mulliken method, atoms 1 to 2: -1.240 0.146